Entry 1:
ORCA calculation (the ωB97M-V functional and the def2-TZVPD basis) on a molecular structure, C11H24BCaClF4K2N3O9S in a non-equilibrium geometry.

Structure (XYZ):
```
57
Properties=species:S:1:pos:R:3
C -3.49 -1.68 -0.97
B -1.89 -1.80 -0.88
O -1.09 -1.36 -1.98
N -1.10 -2.41 0.31
C -1.59 -1.97 1.67
C -0.62 -0.93 2.43
O -1.45 -0.33 3.52
C -0.10 0.32 1.54
F -1.15 0.97 0.87
F 0.97 0.02 0.71
F 0.41 1.33 2.48
S -1.23 -4.19 0.06
C 0.35 -5.09 0.52
O -1.39 -4.34 -1.43
O -2.51 -4.78 0.68
H -3.92 -2.18 -1.90
H -3.76 -0.56 -0.91
H -4.00 -2.15 -0.05
H -0.26 -1.91 -2.03
H -0.09 -2.20 0.15
H -2.64 -1.53 1.69
H -1.63 -2.93 2.34
H 0.29 -1.44 2.99
H -2.17 -0.97 3.80
H 0.24 -6.15 0.11
H 0.58 -5.10 1.67
H 1.28 -4.58 -0.14
Cl 1.58 -4.39 -1.69
F -2.91 -6.87 -0.11
N 2.29 3.80 2.46
C 2.50 5.03 3.03
C 3.77 5.44 2.70
C 4.35 4.42 1.91
C 3.41 3.43 1.77
H 1.45 3.27 2.55
H 1.73 5.51 3.62
H 4.23 6.37 3.01
H 5.34 4.42 1.48
H 3.45 2.48 1.25
K -1.38 -4.75 2.33
N -1.14 3.27 -1.64
O -2.31 2.85 -1.69
O -0.91 4.43 -1.21
O -0.21 2.55 -2.00
Ca -2.43 5.82 -2.19
O 4.57 4.28 5.71
H 4.15 4.30 4.86
K 0.53 -0.97 4.42
C 0.40 -0.41 -5.09
C -0.19 0.75 -5.86
O -1.15 1.42 -5.06
H -0.38 -1.10 -4.79
H 1.15 -0.94 -5.68
H 0.88 -0.05 -4.17
H -0.68 0.40 -6.77
H 0.59 1.47 -6.15
H -0.69 1.73 -4.26
```

Summary:
Max |F|: 12.2 eV/A
Orbital gap: 0.0480 hartree
HOMO: -7.295 eV
Charge: +1

For reference, the Löwdin charges in units of e are: 0.0229, -0.5027, 0.1296, -0.0682, -0.0829, -0.2739, -0.1369, -0.3186, 0.1335, 0.1474, 0.0412, 0.6622, -0.3463, -0.2781, -0.5312, 0.1214, 0.0990, 0.0800, 0.1004, 0.1685, 0.1663, 0.0466, -0.0136, 0.1479, 0.1260, 0.0187, -0.2140, 0.0150, -0.6163, -0.0117, -0.1483, -0.1119, -0.0954, -0.1478, 0.1022, 0.1097, 0.1059, 0.0984, 0.0961, 0.9562, -0.6279, -0.0469, -0.2683, 0.0553, 1.4805, -0.3722, -0.1801, 1.1777, -0.0904, -0.3180, -0.0999, 0.0728, 0.0805, 0.0709, 0.1152, 0.1088, 0.0447

Entry 2:
ORCA calculation (the ωB97M-V functional and the def2-TZVPD basis) on 2 unconnected molecules or ions with the total composition C5H14NO in a non-equilibrium geometry.

Structure (XYZ):
```
21
Properties=species:S:1:pos:R:3
C 1.69 -0.27 0.76
C 1.12 0.40 -0.50
C -0.25 1.01 -0.36
C -0.66 1.56 0.78
C -1.02 1.10 -1.63
N 0.68 -1.14 1.42
H 2.60 -0.84 0.54
H 1.98 0.50 1.48
H 1.12 -0.33 -1.32
H 1.93 1.11 -0.74
H -0.03 1.58 1.66
H -1.64 2.01 0.91
H -0.80 2.06 -2.04
H -0.69 0.47 -2.46
H -2.10 1.04 -1.56
H 0.28 -1.88 0.82
H 1.03 -1.53 2.30
H -0.13 -0.56 1.66
H -1.89 -1.62 -1.16
H -1.65 -2.83 -0.26
O -1.55 -1.87 -0.30
```

Summary:
Max |F|: 1.2 eV/A
ΔE to the lowest compared entry with this formula, charge and spin: 1.0720 eV
Orbital gap: 0.3724 hartree
HOMO: -13.361 eV
Charge: +1

For reference, the Löwdin charges in units of e are: -0.1412, -0.1378, -0.3730, 0.0534, -0.0626, 0.1814, 0.1359, 0.1301, 0.1201, 0.1402, 0.0660, 0.0876, 0.0897, 0.0872, 0.0938, 0.1409, 0.1736, 0.1300, 0.0588, 0.0669, -0.0410

Entry 3:
ORCA calculation (the ωB97M-V functional and the def2-TZVPD basis) on 3 unconnected molecules or ions with the total composition C32H64O11 in a non-equilibrium geometry.

Structure (XYZ):
```
107
Properties=species:S:1:pos:R:3
C -5.33 1.53 2.76
C -6.35 1.11 3.84
C -5.80 0.29 5.02
C -5.28 -1.16 4.75
C -5.20 -1.67 3.29
C -3.78 -1.92 2.71
C -2.63 -0.99 3.18
C -1.93 -0.22 2.04
C -0.70 -0.95 1.46
C -0.36 -0.59 0.01
C 0.25 0.82 -0.16
C -0.73 1.95 -0.51
C -1.30 1.90 -1.96
C -2.78 1.48 -2.28
C -2.87 0.11 -3.00
C -4.04 -0.83 -2.67
O -3.80 -2.13 -3.23
C -3.50 -3.13 -2.35
C -4.56 -4.18 -2.26
O -2.48 -3.15 -1.78
C -3.78 1.73 -1.12
O -4.21 3.08 -1.34
C -3.89 3.46 -2.57
O -4.09 4.50 -3.01
O -3.29 2.45 -3.24
H -5.26 2.62 2.68
H -5.58 1.15 1.76
H -4.32 1.15 2.99
H -6.80 2.02 4.27
H -7.19 0.57 3.38
H -5.01 0.89 5.50
H -6.61 0.22 5.76
H -4.28 -1.26 5.21
H -5.92 -1.84 5.33
H -5.76 -0.99 2.64
H -5.75 -2.63 3.23
H -3.85 -1.84 1.61
H -3.50 -2.97 2.90
H -2.99 -0.28 3.93
H -1.87 -1.60 3.71
H -1.65 0.78 2.41
H -2.65 -0.06 1.22
H -0.86 -2.04 1.52
H 0.17 -0.70 2.09
H 0.35 -1.34 -0.38
H -1.26 -0.71 -0.60
H 0.76 1.07 0.79
H 1.03 0.80 -0.93
H -0.18 2.90 -0.42
H -1.51 2.01 0.24
H -0.66 1.24 -2.56
H -1.20 2.90 -2.40
H -2.92 0.38 -4.07
H -1.96 -0.47 -2.87
H -4.20 -0.91 -1.59
H -4.98 -0.49 -3.14
H -4.41 -4.80 -1.37
H -4.49 -4.81 -3.16
H -5.56 -3.72 -2.26
H -4.65 1.06 -1.15
H -3.32 1.67 -0.14
C 2.86 -3.57 2.04
O 3.75 -2.54 1.71
C 3.22 -1.56 0.84
C 3.75 -0.18 1.10
O 3.26 0.43 2.28
C 3.80 0.01 3.51
C 5.14 0.64 3.83
O 6.16 0.13 3.01
C 7.15 1.07 2.64
H 2.73 -4.28 1.22
H 3.27 -4.10 2.90
H 1.87 -3.17 2.31
H 2.12 -1.53 0.93
H 3.46 -1.82 -0.20
H 3.38 0.44 0.28
H 4.85 -0.17 1.06
H 3.86 -1.08 3.58
H 3.10 0.37 4.27
H 5.36 0.43 4.89
H 5.06 1.73 3.72
H 6.69 2.00 2.28
H 7.74 0.63 1.84
H 7.81 1.31 3.48
C 5.12 3.83 -2.65
O 5.31 2.59 -3.28
C 5.82 1.58 -2.44
C 5.33 0.21 -2.84
O 3.96 -0.03 -2.54
C 2.97 0.59 -3.34
C 2.77 -0.05 -4.69
O 3.86 0.21 -5.56
C 4.17 -0.85 -6.44
H 6.07 4.36 -2.48
H 4.50 4.43 -3.31
H 4.61 3.71 -1.69
H 5.54 1.77 -1.40
H 6.92 1.56 -2.49
H 5.87 -0.51 -2.23
H 5.55 0.01 -3.89
H 3.14 1.66 -3.45
H 2.04 0.44 -2.79
H 1.85 0.35 -5.12
H 2.64 -1.13 -4.56
H 4.23 -1.80 -5.91
H 5.14 -0.62 -6.88
H 3.44 -0.94 -7.24
```

Summary:
Max |F|: 4.4 eV/A
Orbital gap: 0.3532 hartree
SMILES: CCCCCCCCCCCCC[C@@]1(CCOC(C)=O)COC(=O)O1.COCCOCCOC.COCCOCCOC
HOMO: -9.122 eV

Löwdin atomic charge list, values in e, 99 entries: -0.1035, -0.2649, -0.2101, -0.1914, -0.1955, -0.1848, -0.2069, -0.2152, -0.2087, -0.1933, -0.1891, -0.1656, -0.0687, -0.3331, -0.0615, -0.1592, -0.0371, -0.5683, 0.0225, 0.1607, -0.0606, 0.0906, -0.6327, 0.2135, 0.0776, 0.0745, 0.0661, 0.0529, 0.1013, 0.1044, 0.1070, 0.1005, 0.0954, 0.1004, 0.0788, 0.1046, 0.0978, 0.1048, 0.0835, 0.1133, 0.1150, 0.0893, 0.1172, 0.1077, 0.1038, 0.0948, 0.1134, 0.0867, 0.1164, 0.0863, 0.1145, 0.1295, 0.1408, 0.1150, 0.1216, 0.1392, 0.0930, 0.1002, 0.0909, 0.1245, 0.1033, -0.1058, -0.1847, -0.1934, -0.1811, -0.1259, -0.1874, -0.2067, -0.1930, -0.1133, 0.0891, 0.0875, 0.0815, 0.0958, 0.1302, 0.1136, 0.1238, 0.1236, 0.1285, 0.1273, 0.1239, 0.0865, 0.0864, 0.0873, -0.1095, -0.1911, -0.2062, -0.1796, -0.1327, -0.1827, -0.2038, -0.1910, -0.1117, 0.0878, 0.0883, 0.0862, 0.1186, 0.1292, 0.1292

Entry 4:
ORCA calculation (the ωB97M-V functional and the def2-TZVPD basis) on a single C4H6O2 molecule.

Structure (XYZ):
```
12
Properties=species:S:1:pos:R:3
C -1.51 -0.53 -0.49
C -0.19 0.00 -0.95
O 0.49 -0.43 -1.83
C 1.21 -0.13 1.08
C 1.14 1.05 0.48
O 0.08 1.29 -0.34
H -2.20 0.25 -0.82
H -1.60 -0.61 0.60
H -1.76 -1.48 -0.96
H 0.31 -0.69 1.31
H 2.15 -0.57 1.38
H 1.88 1.84 0.54
```

Summary:
Max |F|: 1.0 eV/A
ΔE to the lowest compared entry with this formula, charge and spin: 1.8872 eV
Orbital gap: 0.3753 hartree
SMILES: C=COC(C)=O
HOMO: -9.236 eV

For reference, the Löwdin charges in units of e are: 0.0153, -0.5055, 0.1497, 0.0242, -0.1930, -0.0175, 0.1000, 0.0857, 0.0964, 0.0585, 0.0641, 0.1222

Entry 5:
ORCA calculation (the ωB97M-V functional and the def2-TZVPD basis) on a molecular structure, C33H38F5N2P2S4Si2Ti in a non-equilibrium geometry.

Structure (XYZ):
```
87
Properties=species:S:1:pos:R:3
Ti 13.17 7.91 10.73
C 12.66 9.64 6.72
Si 11.61 10.21 8.19
C 11.47 12.09 7.88
C 9.87 9.58 7.79
N 12.28 9.87 9.73
P 11.95 10.57 11.14
C 12.56 9.56 12.29
P 13.72 9.36 13.45
N 15.00 8.64 12.87
Si 16.64 8.66 13.12
C 17.26 7.84 14.70
C 17.75 7.96 11.78
C 17.26 10.45 13.19
C 14.10 10.73 14.63
C 14.07 12.09 14.30
C 14.45 13.07 15.24
C 14.90 12.71 16.50
C 15.05 11.35 16.79
C 14.61 10.39 15.88
C 13.12 8.11 14.68
C 13.83 6.92 14.92
C 13.34 5.98 15.82
C 12.22 6.22 16.59
C 11.50 7.37 16.35
C 11.94 8.30 15.39
C 12.37 12.32 11.21
C 11.65 13.24 11.94
C 12.09 14.55 12.06
C 13.30 14.94 11.51
C 14.07 14.01 10.83
C 13.61 12.70 10.68
C 10.07 10.54 11.23
C 9.49 9.28 11.51
C 8.13 9.07 11.44
C 7.28 10.10 11.14
C 7.81 11.31 10.75
C 9.19 11.53 10.76
H 11.96 9.66 5.89
H 13.50 10.26 6.47
H 12.99 8.61 6.76
H 10.61 12.21 7.22
H 11.26 12.70 8.76
H 12.33 12.41 7.31
H 9.57 10.17 6.94
H 9.83 8.52 7.53
H 9.09 9.73 8.54
H 17.06 6.77 14.72
H 18.35 7.99 14.78
H 16.77 8.22 15.61
H 17.52 6.93 11.46
H 17.85 8.59 10.89
H 18.74 7.93 12.26
H 16.80 11.02 14.00
H 18.34 10.43 13.36
H 17.04 10.97 12.25
H 13.74 12.41 13.31
H 14.43 14.09 14.92
H 15.13 13.44 17.25
H 15.50 10.96 17.68
H 14.76 9.34 16.14
H 14.73 6.74 14.37
H 13.90 5.05 15.92
H 11.86 5.52 17.33
H 10.56 7.55 16.87
H 11.32 9.17 15.20
H 10.74 12.89 12.38
H 11.52 15.28 12.60
H 13.64 15.95 11.64
H 15.02 14.27 10.44
H 14.26 11.99 10.17
H 10.18 8.47 11.76
H 7.73 8.08 11.59
H 6.20 9.93 11.12
H 7.18 12.12 10.37
H 9.56 12.48 10.39
S 13.60 5.51 11.58
S 11.80 6.18 12.14
S 10.61 5.48 10.59
S 11.38 6.60 9.08
F 14.72 7.61 7.97
C 14.99 8.17 9.23
F 15.89 7.26 9.79
C 15.93 9.31 8.80
F 16.34 10.11 9.80
F 15.42 10.14 7.89
F 17.09 8.91 8.24
```

Summary:
Max |F|: 1.9 eV/A
Orbital gap (spin up / spin down): 0.2134 / 0.2144 hartree
HOMO (spin up / spin down): -1.588 / -1.615 eV
Charge: -2
2S+1: 2

For reference, the Löwdin charges in units of e are: 0.4676, -0.1721, 0.3386, -0.1713, -0.1907, -0.3201, 0.6135, -0.4888, 0.6062, -0.2579, 0.2783, -0.1932, -0.1848, -0.1746, -0.2503, -0.0527, -0.0870, -0.1119, -0.0934, -0.0988, -0.3064, -0.1148, -0.0939, -0.1246, -0.1071, -0.0875, -0.3190, -0.1102, -0.0919, -0.1098, -0.0774, -0.0676, -0.2330, -0.0741, -0.0955, -0.1252, -0.1202, -0.1220, 0.0135, 0.0081, 0.0150, 0.0110, 0.0039, 0.0122, 0.0018, -0.0111, 0.0110, 0.0168, 0.0167, 0.0108, 0.0298, 0.0104, 0.0184, 0.0001, 0.0134, 0.0239, 0.0776, 0.0849, 0.0847, 0.0903, 0.0975, 0.0636, 0.0998, 0.0876, 0.0901, 0.1035, 0.0991, 0.0913, 0.0910, 0.0897, 0.1077, 0.0561, 0.1032, 0.0945, 0.0940, 0.0920, 0.0081, -0.1382, -0.1486, -0.0732, -0.0487, -0.3391, -0.0703, -0.6013, 0.1030, 0.1186, 0.1101

Entry 6:
ORCA calculation (the ωB97M-V functional and the def2-TZVPD basis) on a single C5H4O2 molecule in a non-equilibrium geometry.

Structure (XYZ):
```
11
Properties=species:S:1:pos:R:3
O -0.41 1.94 -1.18
C -0.27 1.09 -0.33
C -1.23 -0.04 0.00
C -0.11 -1.02 -0.23
C 1.00 -0.74 0.51
C 1.11 0.74 0.39
O 2.05 1.48 0.48
H -1.52 -0.09 1.06
H -2.13 -0.13 -0.62
H -0.19 -1.78 -1.00
H 1.70 -1.45 0.93
```

Summary:
Max |F|: 1.1 eV/A
ΔE to the lowest compared entry with this formula, charge and spin: 1.8640 eV
Orbital gap: 0.3219 hartree
SMILES: O=C1C=CCC1=O
HOMO: -9.167 eV

For reference, the Löwdin charges in units of e are: 0.1325, -0.3282, -0.0711, -0.0379, 0.0244, -0.3321, 0.1119, 0.1301, 0.1249, 0.1248, 0.1205

Repeat the first record exactly.
ORCA calculation (the ωB97M-V functional and the def2-TZVPD basis) on a molecular structure, C11H24BCaClF4K2N3O9S in a non-equilibrium geometry.

Structure (XYZ):
```
57
Properties=species:S:1:pos:R:3
C -3.49 -1.68 -0.97
B -1.89 -1.80 -0.88
O -1.09 -1.36 -1.98
N -1.10 -2.41 0.31
C -1.59 -1.97 1.67
C -0.62 -0.93 2.43
O -1.45 -0.33 3.52
C -0.10 0.32 1.54
F -1.15 0.97 0.87
F 0.97 0.02 0.71
F 0.41 1.33 2.48
S -1.23 -4.19 0.06
C 0.35 -5.09 0.52
O -1.39 -4.34 -1.43
O -2.51 -4.78 0.68
H -3.92 -2.18 -1.90
H -3.76 -0.56 -0.91
H -4.00 -2.15 -0.05
H -0.26 -1.91 -2.03
H -0.09 -2.20 0.15
H -2.64 -1.53 1.69
H -1.63 -2.93 2.34
H 0.29 -1.44 2.99
H -2.17 -0.97 3.80
H 0.24 -6.15 0.11
H 0.58 -5.10 1.67
H 1.28 -4.58 -0.14
Cl 1.58 -4.39 -1.69
F -2.91 -6.87 -0.11
N 2.29 3.80 2.46
C 2.50 5.03 3.03
C 3.77 5.44 2.70
C 4.35 4.42 1.91
C 3.41 3.43 1.77
H 1.45 3.27 2.55
H 1.73 5.51 3.62
H 4.23 6.37 3.01
H 5.34 4.42 1.48
H 3.45 2.48 1.25
K -1.38 -4.75 2.33
N -1.14 3.27 -1.64
O -2.31 2.85 -1.69
O -0.91 4.43 -1.21
O -0.21 2.55 -2.00
Ca -2.43 5.82 -2.19
O 4.57 4.28 5.71
H 4.15 4.30 4.86
K 0.53 -0.97 4.42
C 0.40 -0.41 -5.09
C -0.19 0.75 -5.86
O -1.15 1.42 -5.06
H -0.38 -1.10 -4.79
H 1.15 -0.94 -5.68
H 0.88 -0.05 -4.17
H -0.68 0.40 -6.77
H 0.59 1.47 -6.15
H -0.69 1.73 -4.26
```

Summary:
Max |F|: 12.2 eV/A
Orbital gap: 0.0480 hartree
HOMO: -7.295 eV
Charge: +1

For reference, the Löwdin charges in units of e are: 0.0229, -0.5027, 0.1296, -0.0682, -0.0829, -0.2739, -0.1369, -0.3186, 0.1335, 0.1474, 0.0412, 0.6622, -0.3463, -0.2781, -0.5312, 0.1214, 0.0990, 0.0800, 0.1004, 0.1685, 0.1663, 0.0466, -0.0136, 0.1479, 0.1260, 0.0187, -0.2140, 0.0150, -0.6163, -0.0117, -0.1483, -0.1119, -0.0954, -0.1478, 0.1022, 0.1097, 0.1059, 0.0984, 0.0961, 0.9562, -0.6279, -0.0469, -0.2683, 0.0553, 1.4805, -0.3722, -0.1801, 1.1777, -0.0904, -0.3180, -0.0999, 0.0728, 0.0805, 0.0709, 0.1152, 0.1088, 0.0447

- The highest max |F| belongs to which entry?
  C11H24BCaClF4K2N3O9S